{"formula": "C35H46Br3F3NO14S", "method": "wB97M-V/def2-TZVPD", "total_charge": -1, "e_homo_ev": -3.643, "total_energy_ev": -296312.7292, "orbital_gap_ev": 4.90, "symbols": ["H", "H", "O", "C", "Br", "H", "S", "H", "H", "H", "O", "H", "C", "H", "C", "H", "H", "C", "C", "H", "H", "C", "C", "C", "H", "C", "H", "O", "C", "H", "H", "C", "H", "H", "C", "N", "C", "C", "H", "H", "C", "C", "C", "H", "H", "F", "H", "O", "H", "C", "H", "H", "C", "C", "O", "Br", "C", "H", "H", "H", "H", "H", "O", "O", "H", "C", "C", "C", "F", "O", "H", "H", "C", "C", "O", "O", "C", "C", "H", "C", "C", "H", "H", "H", "H", "H", "O", "C", "H", "H", "H", "C", "C", "O", "Br", "O", "C", "F", "O", "C", "H", "H", "H"], "coordinates": [[1.38505, -2.43505, 6.04055], [-3.52459, -0.91717, 4.66150], [1.57842, 5.04441, -6.28160], [-1.25940, -2.93641, 4.72948], [-6.56913, -0.46085, -1.14243], [-0.88779, 5.16832, -4.54581], [-1.07293, 4.28028, -1.32000], [1.20959, 4.82214, -4.17248], [1.35323, 3.35279, -5.00892], [5.25446, 0.27296, -4.34600], [-0.08029, -2.32894, 4.50862], [-2.27884, 2.53695, 1.35698], [-2.71498, -3.51501, 0.32225], [1.33222, 0.10425, 6.35852], [3.54707, -2.37626, -2.11280], [0.82201, -0.83497, 2.00188], [-1.76965, 0.38783, -0.84947], [4.77936, -0.48137, -3.73392], [-2.34880, 1.98358, 3.42416], [5.85589, 2.50938, 4.07485], [1.63216, 1.39938, -2.26516], [3.11922, 0.75408, 3.18424], [4.11632, -1.55086, -4.28694], [-0.01666, 0.02069, -1.88812], [-1.73584, 1.07442, -2.42503], [-3.58367, -0.35155, 2.54766], [2.98887, -3.31621, -4.01019], [-1.89531, -2.89678, -0.67353], [-3.33486, -0.17025, 3.90302], [-4.49502, -2.18454, 0.08816], [-0.25605, -2.54243, 7.58373], [-0.61291, -2.01249, 6.69519], [0.19017, 0.13570, 5.04407], [-1.07026, 2.49641, -4.74440], [-2.24279, -4.96328, 0.25152], [-1.22187, 0.84967, -1.57757], [4.81710, -0.34264, -2.34727], [3.51262, -2.53012, -3.48633], [-1.82468, 2.89345, 3.68187], [1.15236, -1.39503, -0.63146], [-5.72622, -0.89902, -2.83723], [-4.16337, -3.20976, -0.04117], [-3.16432, 0.60115, 1.63337], [0.57003, 1.13398, -3.66974], [-4.77936, -3.82847, 0.62584], [3.27315, 2.77450, 4.36718], [4.07655, -1.62068, -5.36747], [-2.39152, 4.29616, -1.97867], [-6.01409, -0.12793, -3.53758], [5.24729, 1.70903, 3.67392], [2.04307, 0.73797, 3.31008], [5.29147, 0.50437, -1.87015], [1.01892, 0.66934, -2.79388], [5.88385, 0.61325, 3.09269], [-1.65359, -2.68243, 6.01008], [-6.26431, -2.58107, -3.66622], [-0.51265, 4.56275, -5.36689], [6.95980, 0.59567, 2.99881], [3.07536, -1.09426, 2.16725], [-1.02144, -1.10914, 7.15747], [-4.09496, -1.23861, 2.19223], [1.26619, 0.31660, -0.18141], [-1.08478, 3.23090, -0.27108], [-1.85632, -3.58402, 3.93623], [-0.81998, 2.70907, -6.45762], [4.15875, -1.27722, -1.57144], [3.73266, -0.35337, 2.59857], [5.11486, -0.45552, 2.62667], [-3.39132, 0.42075, 0.33167], [-0.02173, 3.97219, -2.31524], [5.55041, -1.35076, 2.20198], [-2.06534, -5.36187, 1.24652], [-1.18690, 3.21139, -5.55822], [-2.65033, 0.98283, 4.32952], [-0.92625, 5.59963, -0.68441], [0.83528, 6.42437, -7.89542], [0.61854, 5.66021, -7.00987], [0.59354, -0.45946, -0.56336], [1.75367, -0.06721, -3.12980], [-0.05898, -1.31522, 1.55443], [0.52617, -1.85302, 5.70098], [-4.51079, -3.51857, -1.02900], [-2.26734, 3.34571, -5.65424], [-2.47743, 1.10577, 5.39193], [3.05545, -3.15103, -1.53697], [-0.92155, 1.75670, -1.15902], [-0.20142, -3.46874, -2.03578], [-0.98276, -3.73243, -1.18770], [0.19387, -2.35316, 1.30548], [-2.96328, -5.58391, -0.28409], [1.82239, -0.37578, 4.72054], [1.02676, -0.43413, 5.46181], [3.87396, 1.78647, 3.68166], [-1.01615, -4.89549, -0.47130], [-3.79424, -0.90908, -2.61976], [-0.44860, -0.63318, 0.39097], [-2.60430, 1.78221, 2.07152], [4.10415, -1.08731, -0.23240], [-0.60387, 5.34210, -6.54588], [0.99875, 4.37325, -5.14594], [-0.85731, -1.21072, 2.28793], [-0.51489, -0.85476, -2.31082], [-2.50301, -3.08546, 1.30364]]}